No. 1
# C52H82Cl3CrN4O2P2Si

A molecular structure, C52H82Cl3CrN4O2P2Si (the ωB97M-V functional and the def2-TZVPD basis, OMol25).

Its highest occupied orbital energy (spin up / spin down) is -7.485 / -7.592 eV. The LUMO energy (spin up / spin down) is -0.477 / -0.300 eV. The orbital gap (spin up / spin down) is 7.01 / 7.29 eV. As for the expectation value of S²: 3.7964. Its total energy is -157761.1601 eV.

ORCA input file:
```
! RIJCOSX wB97M-V def2-TZVPD def2/J DEFGRID3
* xyz 0 4
Cr 0.307 1.201 -0.743
C -1.360 3.558 -2.008
N -0.302 3.301 -1.012
C -0.771 3.937 0.239
C 0.976 3.939 -1.406
C 1.894 3.087 -2.306
N 1.583 1.624 -2.317
C 0.865 1.352 -3.604
C 0.424 -0.056 -3.758
C 0.974 -0.860 -4.737
C 0.501 -2.146 -4.941
C -0.580 -2.529 -4.160
C -1.174 -1.753 -3.160
C -0.610 -0.482 -2.907
O -0.996 0.388 -1.957
C -2.481 -2.279 -2.563
C -3.618 -1.640 -3.377
C -2.636 -1.947 -1.087
C -2.618 -3.806 -2.665
C 1.163 -3.060 -5.967
C 2.607 -3.333 -5.524
C 1.175 -2.378 -7.340
C 0.440 -4.399 -6.103
C 2.826 0.776 -2.341
C 3.143 -0.196 -1.228
C 4.496 -0.478 -1.064
C 4.930 -1.512 -0.259
C 3.945 -2.325 0.298
C 2.585 -2.100 0.167
C 2.188 -0.937 -0.525
O 0.919 -0.521 -0.484
C 1.631 -3.119 0.810
C 2.047 -4.532 0.369
C 1.726 -3.017 2.337
C 0.165 -2.955 0.405
C 6.398 -1.769 0.057
C 6.785 -3.193 -0.357
C 7.319 -0.786 -0.666
C 6.608 -1.601 1.568
H -1.103 3.171 -2.985
H -1.523 4.638 -2.089
H -2.281 3.078 -1.683
H -0.049 3.800 1.036
H -1.712 3.480 0.534
H -0.929 5.008 0.070
H 1.512 4.179 -0.488
H 0.759 4.894 -1.903
H 2.912 3.218 -1.938
H 1.869 3.441 -3.340
H 1.542 1.639 -4.417
H 0.000 2.003 -3.636
H 1.780 -0.463 -5.345
H -0.994 -3.506 -4.331
H -3.590 -0.554 -3.299
H -4.589 -1.989 -3.018
H -3.526 -1.902 -4.432
H -2.382 -0.917 -0.877
H -1.984 -2.585 -0.491
H -3.665 -2.139 -0.774
H -2.810 -4.152 -3.680
H -3.465 -4.123 -2.056
H -1.726 -4.309 -2.289
H 3.176 -2.407 -5.438
H 3.113 -3.976 -6.245
H 2.625 -3.826 -4.551
H 1.777 -1.469 -7.334
H 0.165 -2.110 -7.649
H 1.597 -3.048 -8.091
H 0.443 -4.956 -5.166
H 0.944 -5.009 -6.853
H -0.595 -4.268 -6.421
H 3.679 1.444 -2.471
H 2.747 0.172 -3.248
H 5.209 0.151 -1.579
H 4.260 -3.171 0.894
H 3.039 -4.808 0.719
H 2.039 -4.611 -0.719
H 1.343 -5.263 0.769
H 2.737 -3.223 2.689
H 1.048 -3.733 2.807
H 1.456 -2.017 2.669
H 0.048 -2.934 -0.679
H -0.263 -2.035 0.797
H -0.401 -3.802 0.801
H 6.606 -3.349 -1.422
H 6.213 -3.940 0.191
H 7.842 -3.372 -0.158
H 7.236 -0.879 -1.749
H 8.355 -0.990 -0.393
H 7.096 0.244 -0.389
H 6.014 -2.320 2.133
H 6.311 -0.602 1.887
H 7.657 -1.752 1.826
C -3.095 -0.656 1.763
P -2.854 1.102 1.223
C -3.269 1.839 2.892
N -4.534 2.007 3.146
C -4.913 2.586 4.315
C -6.284 2.775 4.601
C -6.645 3.418 5.750
C -5.661 3.895 6.650
C -4.333 3.708 6.395
C -3.940 3.031 5.218
N -2.627 2.781 4.984
C -2.273 2.173 3.885
P -0.480 1.810 3.629
C -0.545 -0.034 3.600
C 0.269 2.176 5.315
C 1.749 1.776 5.241
C 0.233 3.689 5.555
C -0.373 1.420 6.477
C -4.396 1.588 0.220
C -4.101 1.351 -1.282
C -5.674 0.822 0.580
C -4.643 3.091 0.416
H -4.096 -1.008 1.532
H -2.959 -0.715 2.847
H -2.369 -1.310 1.290
H -7.016 2.411 3.894
H -7.691 3.572 5.977
H -5.971 4.407 7.550
H -3.564 4.051 7.073
H -1.295 -0.457 4.269
H 0.438 -0.396 3.897
H -0.715 -0.390 2.581
H 2.267 2.278 4.429
H 1.895 0.702 5.130
H 2.223 2.074 6.179
H 0.722 4.220 4.738
H 0.780 3.914 6.474
H -0.782 4.061 5.660
H -0.302 0.341 6.336
H -1.417 1.691 6.623
H 0.173 1.662 7.393
H -3.055 1.145 -1.515
H -4.407 2.223 -1.863
H -4.677 0.505 -1.650
H -5.621 -0.214 0.248
H -6.503 1.283 0.037
H -5.901 0.852 1.643
H -3.737 3.684 0.267
H -5.044 3.322 1.401
H -5.368 3.416 -0.332
Cl 2.850 0.521 2.265
Si 2.248 1.992 0.924
Cl 2.112 3.728 2.167
Cl 4.138 2.576 0.083
*
```

No. 2
# C52H87N3O17PS

9 unconnected molecules or ions with the total composition C52H87N3O17PS in a non-equilibrium geometry (the ωB97M-V functional and the def2-TZVPD basis, OMol25).

Its highest occupied orbital energy is -10.771 eV. The LUMO energy is -4.401 eV. The orbital gap is 6.37 eV. Its total energy is -114723.2170 eV.

ORCA input file:
```
! RIJCOSX wB97M-V def2-TZVPD def2/J DEFGRID3
* xyz 1 1
C 4.403 4.325 1.517
C 3.289 4.382 1.071
C 1.878 4.407 0.582
C 1.220 3.141 1.107
C 1.328 1.991 0.320
N 2.028 2.090 -0.931
C 1.216 2.360 -1.829
O 0.484 2.871 -2.563
C 0.787 0.766 0.754
C 0.985 -0.475 -0.099
O 0.115 -1.256 -0.312
O 2.244 -0.646 -0.595
C 3.137 -1.169 0.414
C 3.652 -0.072 1.353
C 4.860 -0.476 2.222
C 6.152 0.248 1.727
S 6.970 1.057 3.094
O 6.297 2.301 3.382
O 7.117 0.212 4.246
O 8.429 1.408 2.495
C 0.080 0.713 1.979
P -0.644 -0.936 2.444
C -0.733 -1.163 4.273
C -2.394 -0.819 1.805
C -3.416 -0.239 2.825
C 0.003 1.907 2.705
N -0.675 1.897 3.951
C 0.108 1.790 4.912
O 0.875 1.537 5.726
N 0.542 3.078 2.286
C 0.356 4.273 3.124
C 1.378 4.430 4.270
O 0.960 4.464 5.388
O 2.713 4.467 4.042
H 5.270 3.962 2.040
H 1.953 4.378 -0.505
H 1.357 5.329 0.838
H 4.012 -1.559 -0.116
H 2.689 -2.015 0.949
H 2.828 0.168 2.043
H 3.879 0.853 0.813
H 5.029 -1.553 2.242
H 4.663 -0.118 3.237
H 5.907 1.031 1.009
H 6.818 -0.507 1.304
H 9.026 1.543 3.253
H 0.272 -1.357 4.658
H -1.268 -0.397 4.833
H -1.292 -2.097 4.416
H -2.353 -0.143 0.945
H -2.680 -1.801 1.426
H -2.960 0.266 3.676
H -4.001 0.526 2.301
H -4.119 -1.023 3.113
H -0.615 4.194 3.613
H 0.330 5.194 2.541
H 2.975 5.305 3.634
C 12.230 4.222 6.049
C 10.753 4.593 5.961
C 10.360 3.964 4.635
O 11.186 2.809 4.460
C 12.241 2.831 5.432
H 12.627 4.238 7.063
H 12.823 4.908 5.440
H 10.202 4.123 6.779
H 10.563 5.665 5.996
H 10.551 4.647 3.801
H 9.310 3.666 4.605
H 12.030 2.061 6.182
H 13.186 2.590 4.945
C -4.876 -5.520 0.597
C -6.010 -5.537 1.610
C -5.558 -4.477 2.603
O -4.798 -3.514 1.857
C -4.517 -4.045 0.555
H -5.153 -5.913 -0.381
H -4.032 -6.103 0.975
H -6.942 -5.227 1.130
H -6.173 -6.510 2.071
H -4.905 -4.903 3.373
H -6.392 -3.977 3.094
H -5.137 -3.508 -0.172
H -3.465 -3.875 0.308
C -8.255 -4.412 7.027
C -8.163 -3.071 7.745
C -7.044 -2.383 6.976
O -7.105 -2.879 5.635
C -7.981 -4.010 5.587
H -9.213 -4.914 7.153
H -7.469 -5.082 7.386
H -9.097 -2.519 7.622
H -7.955 -3.156 8.811
H -6.063 -2.637 7.391
H -7.145 -1.297 6.965
H -8.902 -3.704 5.078
H -7.514 -4.808 5.008
C 1.586 2.456 -7.118
C 1.395 2.097 -5.655
C 2.715 1.431 -5.322
O 3.706 2.043 -6.149
C 3.060 2.834 -7.159
H 0.935 3.258 -7.463
H 1.407 1.578 -7.742
H 1.273 3.008 -5.063
H 0.535 1.453 -5.471
H 2.692 0.361 -5.554
H 2.989 1.551 -4.272
H 3.206 3.890 -6.909
H 3.522 2.641 -8.126
C -7.014 -5.587 -4.779
C -6.533 -4.264 -4.197
C -7.106 -4.317 -2.789
O -7.152 -5.699 -2.417
C -6.916 -6.510 -3.574
H -6.427 -5.934 -5.628
H -8.055 -5.496 -5.098
H -5.440 -4.250 -4.158
H -6.863 -3.390 -4.757
H -8.127 -3.922 -2.761
H -6.502 -3.766 -2.066
H -5.913 -6.943 -3.488
H -7.643 -7.321 -3.602
C -2.073 3.028 -6.570
C -3.549 3.409 -6.562
C -4.011 2.888 -7.915
O -3.197 1.749 -8.212
C -2.102 1.692 -7.297
H -1.629 2.962 -5.577
H -1.504 3.758 -7.152
H -4.066 2.877 -5.759
H -3.729 4.475 -6.434
H -3.855 3.633 -8.702
H -5.061 2.595 -7.920
H -2.284 0.865 -6.599
H -1.181 1.486 -7.844
C -3.963 -0.739 -2.952
C -5.120 0.158 -3.374
C -6.187 -0.212 -2.354
O -5.494 -0.580 -1.155
C -4.103 -0.734 -1.437
H -2.987 -0.389 -3.289
H -4.115 -1.750 -3.339
H -4.838 1.208 -3.258
H -5.444 0.005 -4.402
H -6.774 -1.074 -2.687
H -6.870 0.610 -2.140
H -3.572 0.118 -0.993
H -3.736 -1.650 -0.974
C 7.103 -0.815 -3.574
C 5.926 -0.006 -4.105
C 4.842 -0.338 -3.092
O 5.500 -0.577 -1.847
C 6.914 -0.691 -2.070
H 8.073 -0.452 -3.909
H 7.006 -1.860 -3.880
H 6.161 1.060 -4.068
H 5.643 -0.254 -5.126
H 4.300 -1.249 -3.371
H 4.122 0.468 -2.965
H 7.395 0.213 -1.681
H 7.300 -1.552 -1.522
*
```